1.
Formula: C45H39Br2ClFFeN5O5P
Source: the OMol25 dataset
Level of theory: ωB97M-V/def2-TZVPD

Each line ends with the Löwdin charge.
CARTESIAN COORDINATES (ANGSTROEM)
Br (-19.309, -9.338, 5.412)  0.712
Br (-18.128, -2.484, 14.532)  0.855
Fe (-23.258, -4.335, 10.515)  0.642
Cl (-22.621, -2.623, 8.218)  0.780
P (-24.985, -4.964, 8.797)  1.049
F (-26.581, 1.648, 12.242)  0.013
O (-22.163, -5.275, 7.651)  -0.062
O (-24.302, -5.561, 11.704)  -0.131
O (-21.938, -5.818, 9.852)  -0.125
O (-25.150, -6.372, 13.633)  0.018
O (-24.558, -2.848, 11.354)  -0.104
N (-30.683, 1.908, 15.017)  0.055
N (-21.709, -3.457, 11.873)  0.020
N (-27.986, 1.418, 14.630)  -0.081
N (-25.608, -2.759, 15.376)  -0.038
N (-18.182, -7.449, 8.916)  0.054
C (-24.809, -5.426, 12.892)  -0.570
C (-20.829, -4.390, 12.281)  -0.095
C (-24.291, -9.241, 7.239)  -0.085
C (-21.520, -2.188, 12.212)  -0.132
C (-27.184, 0.404, 14.154)  -0.130
C (-26.840, -0.731, 14.934)  0.040
C (-25.753, -0.576, 12.373)  0.101
C (-24.558, -6.637, 8.230)  -0.331
C (-24.986, -2.934, 12.571)  -0.256
C (-24.369, -8.169, 6.393)  -0.093
C (-26.579, -5.176, 9.528)  -0.319
C (-29.386, -5.244, 10.088)  -0.114
C (-20.404, -7.527, 7.219)  -0.062
C (-29.867, 3.026, 14.288)  -0.027
C (-26.141, -3.182, 5.405)  -0.046
C (-28.463, 1.531, 16.043)  -0.102
C (-19.253, -8.317, 7.020)  -0.645
C (-28.668, -6.426, 9.857)  -0.075
C (-28.558, 2.366, 13.712)  -0.128
C (-25.074, -4.087, 13.422)  -0.022
C (-20.457, -1.807, 12.991)  -0.086
C (-26.010, -1.739, 14.503)  -0.142
C (-29.968, 1.324, 16.237)  -0.064
C (-27.372, -3.998, 9.663)  -0.093
C (-25.375, -3.934, 14.770)  0.050
C (-26.117, -3.883, 6.620)  -0.071
C (-27.291, -6.418, 9.709)  -0.043
C (-26.814, -3.444, 17.405)  -0.073
C (-23.997, -2.909, 7.196)  -0.599
C (-19.467, -2.756, 13.334)  -0.723
C (-25.058, -3.763, 7.521)  -0.377
C (-25.135, -2.241, 5.202)  -0.062
C (-24.315, -9.017, 8.635)  -0.053
C (-25.571, -2.644, 16.878)  -0.122
C (-28.782, -4.050, 9.872)  -0.104
C (-19.695, -4.072, 12.961)  -0.113
C (-19.279, -6.801, 9.196)  -0.098
C (-21.596, -5.845, 8.603)  -0.580
C (-25.582, -1.769, 13.162)  -0.047
C (-20.396, -6.717, 8.332)  -0.099
C (-24.092, -2.052, 6.120)  -0.103
C (-26.475, 0.434, 12.907)  -0.173
C (-24.413, -7.714, 9.159)  -0.075
C (-18.153, -8.299, 7.872)  -0.165
C (-24.533, -6.864, 6.858)  -0.081
H (-22.302, -1.447, 11.916)  0.128
H (-28.572, 1.760, 12.768)  0.148
H (-24.392, -5.997, 6.232)  0.103
H (-27.157, -3.108, 18.387)  0.066
H (-28.018, 0.792, 16.757)  0.138
H (-26.931, -3.247, 4.708)  0.093
H (-25.691, -1.536, 17.052)  0.119
H (-24.273, -7.538, 10.197)  0.091
H (-26.751, -7.332, 9.670)  0.082
H (-20.451, -0.742, 13.245)  0.114
H (-23.380, -1.277, 5.965)  0.095
H (-30.442, -5.289, 10.291)  0.096
H (-29.695, 3.783, 15.025)  0.122
H (-21.022, -5.400, 11.947)  0.112
H (-25.230, -0.432, 11.421)  0.151
H (-29.146, -7.449, 9.929)  0.127
H (-19.051, -4.881, 13.177)  0.102
H (-21.270, -7.593, 6.544)  0.113
H (-30.494, 3.410, 13.456)  0.145
H (-24.221, -9.838, 9.343)  0.105
H (-26.889, -4.498, 6.994)  0.096
H (-26.910, -2.995, 9.697)  0.106
H (-19.194, -6.120, 10.046)  0.110
H (-25.396, -4.787, 15.407)  0.138
H (-29.338, -3.112, 9.925)  0.098
H (-24.148, -10.243, 6.875)  0.100
H (-27.883, 3.270, 13.644)  0.149
H (-27.404, -0.861, 15.830)  0.090
H (-30.250, 0.286, 16.204)  0.130
H (-30.917, 1.086, 14.422)  0.193
H (-25.049, -1.735, 4.239)  0.112
H (-31.563, 2.309, 15.353)  0.173
H (-26.692, -4.551, 17.461)  0.091
H (-30.414, 1.899, 17.042)  0.138
H (-24.396, -8.376, 5.333)  0.104
H (-27.699, -3.206, 16.791)  0.074
H (-28.164, 2.466, 16.447)  0.116
H (-24.581, -2.982, 17.284)  0.139
H (-17.306, -9.028, 7.821)  0.122

Calculated values
HOMO level (alpha / beta) in eV: -8.5 / -8.9
Energy relative to the best compared isomer or geometry (same formula, charge and spin) in kJ/mol: 311.5
Net charge: +1
Gap between HOMO and LUMO (alpha / beta) in eV: 4.81 / 5.24
2S+1: 5
Largest force on an atom in eV/A: 4.13
Lowest unoccupied orbital energy (alpha / beta) in hartree: -0.136 / -0.136

***

2.
Formula: C45H39BrN6O7STi
Source: the OMol25 dataset
Level of theory: ωB97M-V/def2-TZVPD

Each line ends with the Löwdin charge.
CARTESIAN COORDINATES (ANGSTROEM)
Br (1.878, 5.726, -2.697)  0.706
Ti (0.001, 0.222, -0.079)  1.099
S (-0.797, -2.600, -1.059)  0.572
O (-0.327, 2.152, 0.510)  -0.133
O (0.979, -3.037, 5.648)  -0.082
O (0.251, -0.933, 1.481)  -0.206
O (2.044, 0.870, 0.703)  -0.030
O (1.689, -0.667, -3.479)  0.057
O (-0.975, 3.237, -1.328)  0.035
O (0.946, 0.542, -1.753)  -0.146
N (5.888, -0.812, -3.745)  0.154
N (-1.904, -0.006, -1.154)  -0.059
N (-2.217, 0.490, 1.424)  0.101
N (-1.825, -0.505, -2.427)  0.011
N (2.709, -1.880, -0.348)  0.114
N (-1.058, -2.234, -3.690)  0.050
C (4.266, -2.024, -2.149)  -0.213
C (0.959, 3.877, 2.242)  -0.037
C (-1.083, 4.368, 0.775)  -0.033
C (1.549, 0.387, -2.877)  -0.561
C (1.786, 2.893, -2.899)  -0.046
C (-3.058, 4.977, -0.733)  -0.038
C (2.447, -1.370, 4.923)  -0.023
C (2.395, 4.031, -3.392)  -0.665
C (3.166, -3.989, -1.386)  -0.047
C (5.160, -1.352, -3.038)  -0.188
C (-2.520, 6.210, 1.354)  -0.021
C (0.595, -2.009, 3.498)  0.055
C (-3.843, 1.697, -2.870)  -0.021
C (-2.192, 5.172, 0.483)  -0.191
C (0.986, -1.053, 2.530)  -0.321
C (-1.246, -1.685, -2.438)  -0.925
C (-6.419, 0.793, -2.344)  -0.091
C (1.306, -2.153, 4.666)  -0.281
C (-0.637, 5.715, 2.720)  -0.020
C (3.742, 2.731, -4.875)  -0.079
C (2.644, 0.630, 1.752)  -0.370
C (-3.072, 1.073, 0.578)  -0.210
C (-3.968, 2.053, 0.995)  -0.007
C (2.165, 1.657, -3.414)  -0.107
C (-2.208, 0.864, 2.691)  -0.108
C (-6.173, 1.582, -3.459)  -0.100
C (2.853, -0.471, 3.975)  -0.030
C (-0.147, -3.864, 5.427)  -0.088
C (3.946, 1.376, 1.949)  0.004
C (3.561, -1.307, -1.182)  -0.085
C (3.374, 3.971, -4.371)  -0.141
C (-0.288, 4.650, 1.898)  -0.185
C (-3.945, 2.445, 2.323)  -0.053
C (-1.759, 6.495, 2.476)  -0.277
C (-5.381, 0.466, -1.485)  -0.035
C (2.508, -3.189, -0.459)  -0.147
C (-2.128, 7.619, 3.404)  -0.061
C (2.162, -0.284, 2.761)  -0.095
C (-0.775, 3.182, -0.118)  -0.550
C (-2.975, 0.617, -0.823)  -0.179
C (3.135, 1.577, -4.405)  -0.026
C (4.063, -3.397, -2.251)  -0.018
C (-3.057, 1.840, 3.195)  -0.050
C (-4.886, 2.037, -3.716)  -0.075
C (-4.090, 0.910, -1.747)  -0.179
H (0.712, 2.916, 2.698)  0.083
H (1.565, 4.454, 2.944)  0.075
H (2.954, -5.048, -1.434)  0.103
H (-5.570, -0.143, -0.609)  0.120
H (4.715, 0.800, 2.457)  0.073
H (-2.935, 8.224, 2.991)  0.069
H (3.740, 2.277, 2.534)  0.090
H (-1.060, -3.272, 5.321)  0.094
H (3.840, 4.879, -4.730)  0.091
H (4.513, 2.670, -5.632)  0.101
H (2.978, -1.506, 5.854)  0.109
H (1.556, 3.651, 1.360)  0.084
H (-2.547, 5.333, -1.628)  0.090
H (-3.005, 2.123, 4.238)  0.100
H (4.302, 1.690, 0.970)  0.088
H (-3.285, 3.931, -0.923)  0.050
H (-1.475, 0.373, 3.324)  0.113
H (-4.692, 2.655, -4.584)  0.101
H (4.591, -3.969, -3.002)  0.118
H (-3.991, 5.532, -0.614)  0.076
H (-4.644, 2.517, 0.292)  0.114
H (-1.275, 8.276, 3.588)  0.075
H (-3.393, 6.816, 1.135)  0.108
H (-0.018, -4.483, 4.536)  0.096
H (-0.316, -2.916, -3.689)  0.058
H (3.675, -0.231, -1.098)  0.123
H (-0.008, 5.941, 3.576)  0.113
H (1.008, 2.947, -2.148)  0.085
H (-0.941, -1.525, -4.401)  0.081
H (-0.287, -2.588, 3.268)  0.117
H (-0.230, -4.502, 6.304)  0.088
H (-2.458, 7.239, 4.373)  0.077
H (-6.983, 1.841, -4.129)  0.094
H (3.412, 0.603, -4.783)  0.105
H (-4.609, 3.229, 2.667)  0.108
H (3.737, 0.120, 4.176)  0.104
H (-2.833, 2.037, -3.059)  0.117
H (-7.419, 0.432, -2.140)  0.096
H (1.759, -3.610, 0.201)  0.092

Calculated values
HOMO level (alpha / beta) in eV: -4.7 / -4.8
Energy relative to the best compared isomer or geometry (same formula, charge and spin) in kJ/mol: 23.2
Net charge: -1
Gap between HOMO and LUMO (alpha / beta) in eV: 6.95 / 7.06
2S+1: 2
Largest force on an atom in eV/A: 0.78
Lowest unoccupied orbital energy (alpha / beta) in hartree: 0.084 / 0.084

***

3.
Formula: C45H40N6OsS
Source: the OMol25 dataset
Level of theory: ωB97M-V/def2-TZVPD

Each line ends with the Löwdin charge.
CARTESIAN COORDINATES (ANGSTROEM)
Os (1.174, -0.138, -0.398)  1.336
S (3.153, 2.446, 2.850)  1.142
N (1.588, -3.435, -1.210)  0.177
N (1.138, 1.635, -1.562)  -0.019
N (1.549, 1.056, 1.384)  -0.092
N (1.508, 0.569, -3.721)  0.171
N (1.339, -1.948, 0.702)  -0.031
N (1.457, -1.205, -2.099)  -0.054
C (-2.228, 1.492, -0.685)  -0.022
C (-4.290, -1.125, -1.429)  -0.028
C (-0.516, 2.868, 4.485)  -0.031
C (-1.254, 2.022, 3.636)  -0.152
C (1.266, -1.892, 2.052)  -0.112
C (-3.462, 3.181, 3.694)  -0.039
C (-2.957, 1.381, 5.366)  -0.046
C (-2.747, 1.840, 3.915)  -0.548
C (1.737, -1.781, -5.699)  -0.007
C (5.605, -0.068, -1.223)  -0.083
C (1.652, -1.777, -4.322)  -0.098
C (6.074, 0.750, -0.192)  -0.096
C (1.475, 2.429, 3.271)  -0.462
C (1.559, -2.563, -2.156)  -0.279
C (1.364, 1.667, -2.897)  -0.306
C (1.852, -4.204, -5.585)  -0.075
C (-4.236, -2.020, 1.190)  -0.080
C (4.262, -0.383, -1.332)  -0.098
C (1.411, -2.973, 2.883)  -0.061
C (-2.014, 0.036, -1.115)  -0.540
C (-3.191, -1.268, 0.682)  -0.070
C (0.836, 3.075, 4.323)  -0.069
C (1.296, 4.084, -2.933)  -0.063
C (-5.343, -1.880, -0.926)  -0.083
C (3.820, 0.914, 0.596)  -0.269
C (1.444, 2.892, -3.587)  -0.008
C (-1.885, -0.008, -2.649)  -0.034
C (5.173, 1.243, 0.725)  -0.066
C (1.687, -4.309, 0.949)  -0.010
C (2.814, 1.396, 1.519)  -0.522
C (1.639, -4.225, 2.314)  -0.064
C (1.520, -0.664, -3.345)  -0.299
C (1.055, 4.048, -1.559)  -0.058
C (-0.605, 1.409, 2.577)  0.045
C (0.762, 1.620, 2.389)  -0.298
C (1.770, -4.186, -4.194)  -0.007
C (0.986, 2.829, -0.938)  -0.135
C (1.836, -3.022, -6.324)  -0.075
C (1.667, -2.952, -3.588)  -0.097
C (-5.323, -2.329, 0.384)  -0.094
C (-0.714, -0.553, -0.584)  -0.157
C (3.301, 0.095, -0.424)  -0.193
C (-3.377, 0.795, 2.998)  -0.068
C (-3.199, -0.799, -0.632)  -0.179
C (1.534, -3.163, 0.146)  -0.291
H (1.069, -0.917, 2.464)  0.090
H (-6.181, -2.120, -1.568)  0.101
H (0.914, 4.947, -0.977)  0.106
H (6.309, -0.464, -1.946)  0.100
H (1.726, -0.856, -6.258)  0.113
H (-4.429, 0.667, 3.256)  0.098
H (1.343, -2.830, 3.952)  0.105
H (1.785, -5.094, -3.607)  0.114
H (1.385, 3.717, 4.999)  0.112
H (-1.036, 0.588, -2.971)  0.063
H (-1.119, 0.756, 1.884)  0.080
H (7.125, 0.991, -0.115)  0.098
H (-3.335, 1.090, 1.949)  0.063
H (-3.297, 3.546, 2.679)  0.090
H (3.950, -1.023, -2.150)  0.085
H (-2.889, -0.176, 3.103)  0.080
H (-3.112, 1.909, -1.172)  0.096
H (-4.335, -0.794, -2.458)  0.102
H (-2.558, 2.090, 6.090)  0.073
H (1.930, -5.151, -6.103)  0.101
H (-1.366, 2.100, -0.954)  0.061
H (-1.019, 3.375, 5.297)  0.108
H (-2.778, 0.415, -3.113)  0.081
H (1.902, -3.073, -7.403)  0.101
H (5.520, 1.880, 1.533)  0.090
H (1.359, 5.022, -3.468)  0.107
H (1.626, 2.835, -4.649)  0.112
H (1.843, -5.244, 0.432)  0.112
H (-1.753, -1.027, -3.018)  0.100
H (-4.536, 3.062, 3.844)  0.087
H (1.763, -5.107, 2.928)  0.108
H (0.779, 2.775, 0.118)  0.097
H (-2.374, 1.568, 0.392)  0.048
H (-6.141, -2.922, 0.771)  0.099
H (-0.900, -1.642, -0.496)  0.059
H (-2.333, -1.054, 1.311)  0.092
H (-4.198, -2.373, 2.213)  0.105
H (-2.476, 0.417, 5.540)  0.092
H (-4.024, 1.270, 5.564)  0.086
H (-3.107, 3.945, 4.388)  0.080

Calculated values
HOMO level (alpha / beta) in eV: -7.0 / -7.0
Net charge: 0
Gap between HOMO and LUMO (alpha / beta) in eV: 6.67 / 6.67
Largest force on an atom in eV/A: 0.45
Lowest unoccupied orbital energy (alpha / beta) in hartree: -0.014 / -0.014